# 1
C4H4MgNaO5 | ωB97M-V/def2-TZVPD

Calculated values
LUMO (alpha / beta), eV: -4.78 / -4.78
HOMO level (alpha / beta), eV: -11.862 / -11.864
M, u: 179.4
F_max, eV Å⁻¹: 7.11
Total charge: +1
E_tot, eV: -24305.43888

CARTESIAN COORDINATES (ANGSTROEM)
O  1.6272  1.3004  0.2181
C  1.8554  0.1289  0.7150
O  2.8918  -0.0986  1.3445
O  0.8884  -0.7692  0.6125
C  -0.4467  -0.5916  1.1690
C  -1.4235  -0.1063  0.1134
H  -0.3952  0.1381  1.9894
H  -0.6842  -1.5907  1.5568
H  -2.0596  0.6865  0.5410
H  -2.2333  -0.8488  0.0984
O  -2.1868  -1.2327  -2.2791
O  -0.6998  0.3593  -2.7313
C  -1.4975  -0.5134  -2.9659
Na  4.2619  1.8369  0.6826
Mg  0.1019  1.3011  -1.0643

Mulliken population analysis, charges in e, atoms 1 to 2:
1 O -0.6558
2 C 1.0815



# 2
C10H22Cs3N2O7S | ωB97M-V/def2-TZVPD

Calculated values
LUMO, eV: -3.22
HOMO level, eV: -6.474
M, u: 713.1
F_max, eV Å⁻¹: 3.98
Total charge: +1
E_tot, eV: -40509.95008

CARTESIAN COORDINATES (ANGSTROEM)
Cs  4.8352  8.1403  -3.0160
Cs  4.7335  -3.1686  -2.5751
Cs  6.0320  2.1005  2.5152
S  3.4113  2.3688  -2.4349
O  2.3690  3.3272  -2.7499
O  3.0163  1.3997  -1.4074
O  3.8969  1.6275  -3.5914
O  4.5772  3.1065  -1.9776
C  0.1517  5.3048  2.2558
C  -1.2453  4.8158  1.9382
O  -2.1563  5.1641  2.6513
N  -1.3668  3.9789  0.8365
C  -2.6548  3.3395  0.4522
H  0.0607  5.7045  3.2658
H  0.5154  6.0543  1.5528
H  0.9356  4.5555  2.1467
H  -0.5625  3.7122  0.2869
H  -3.0063  3.5105  -0.5653
H  -3.4655  3.5985  1.1332
H  -2.5200  2.2787  0.6635
C  -0.1680  -6.2177  -6.0063
C  0.2340  -4.8230  -5.9796
O  1.3482  -4.5432  -6.2972
N  -0.7512  -3.9741  -5.5714
C  -0.5979  -2.6299  -5.2864
H  -0.8002  -6.2510  -6.8936
H  -0.6942  -6.6912  -5.1774
H  0.7065  -6.8375  -6.2045
H  -1.6746  -4.3505  -5.4107
H  -1.4294  -2.2502  -4.6927
H  -0.4871  -1.9559  -6.1359
H  0.2425  -2.4799  -4.6086
C  -1.4870  -1.7274  4.2570
C  -0.1162  -1.2376  4.7102
C  -0.4882  -0.4355  5.9342
O  -1.5716  -1.1911  6.4120
C  -2.0987  -2.1642  5.5168
H  -1.3045  -2.4805  3.4905
H  -2.1739  -1.0227  3.7883
H  0.4823  -0.6583  4.0072
H  0.5324  -2.0350  5.0731
H  -0.7045  0.6006  5.6738
H  0.3162  -0.3953  6.6686
H  -3.1809  -2.0363  5.5419
H  -1.6911  -3.1316  5.8102

Mulliken population analysis, charges in e, atoms 1 to 2:
1 Cs 0.9903
2 Cs 0.9843



# 3
C3H7O3PS | ωB97M-V/def2-TZVPD

Calculated values
LUMO, eV: 6.23
HOMO level, eV: 0.235
M, u: 154.1
F_max, eV Å⁻¹: 4.84
Total charge: -2
E_tot, eV: -29490.71615

CARTESIAN COORDINATES (ANGSTROEM)
C  -0.5732  -0.1852  2.1705
C  -0.0106  -0.8251  0.7918
C  0.3374  0.2670  -0.1253
O  -0.3404  -1.3092  -2.3436
O  0.3794  1.2252  -2.7934
O  2.0836  -0.5796  -1.8572
P  0.6432  -0.2247  -1.9069
S  -1.6728  1.9817  -0.1129
H  -1.2343  0.5800  1.6932
H  0.2176  0.4299  2.5700
H  -1.1684  -0.8961  2.6401
H  0.9977  -1.2957  1.0429
H  -0.5614  -1.6059  0.2080
H  1.1475  0.8848  0.2388
H  -0.2453  1.5531  -2.2160

Mulliken population analysis, charges in e, atoms 1 to 2:
1 C -0.8660
2 C -0.4036



# 4
C22H43N6O5S2 | ωB97M-V/def2-TZVPD

Calculated values
LUMO, eV: -2.93
HOMO level, eV: -10.452
M, u: 535.8
F_max, eV Å⁻¹: 0.98
Total charge: +1
E_tot, eV: -64353.82095

CARTESIAN COORDINATES (ANGSTROEM)
O  0.0125  -2.3034  3.6012
C  0.8695  -2.2720  2.4480
C  1.2117  -3.7053  2.0807
C  0.2235  -4.3785  1.1469
C  0.3931  -3.9634  -0.3133
O  -0.7731  -4.0808  -1.0764
C  -1.8807  -3.3148  -0.6422
C  -1.9897  -1.9330  -1.3282
C  -0.8228  -1.5414  -2.2272
C  0.2790  -0.7363  -1.5090
S  0.2734  1.0316  -1.8231
C  1.7543  1.2389  -2.7441
S  2.2682  0.1897  -3.8557
N  2.5129  2.3761  -2.3958
C  3.7523  2.2668  -1.8114
C  4.1809  3.5382  -1.5934
N  3.2477  4.4252  -2.0445
C  2.2549  3.7199  -2.5271
C  -1.9701  -3.1606  0.8747
N  -1.1915  -4.1901  1.6184
H  -0.7182  -1.7001  3.4462
H  0.3495  -1.7669  1.6380
H  1.7719  -1.7146  2.6609
H  2.1901  -3.7614  1.6194
H  1.2390  -4.2782  3.0037
H  0.4238  -5.4416  1.2008
H  1.1047  -4.6561  -0.7413
H  0.8543  -2.9741  -0.3685
H  -2.7575  -3.8760  -0.9336
H  -2.1516  -1.1470  -0.5960
H  -2.8815  -1.9360  -1.9414
H  -0.3734  -2.3893  -2.7275
H  -1.2269  -0.9063  -3.0044
H  0.1476  -0.8345  -0.4347
H  1.2483  -1.1572  -1.7297
H  4.2278  1.3398  -1.5711
H  5.1101  3.8334  -1.1518
H  1.3482  4.1039  -2.9518
H  -3.0010  -3.3278  1.1527
H  -1.7104  -2.1754  1.2341
H  -1.6942  -5.0731  1.5480
H  -1.1752  -3.9186  2.6059
C  2.6986  1.6707  3.9154
C  2.6010  1.1571  2.5008
O  2.3060  -0.0100  2.2514
N  2.8459  2.0257  1.4978
C  3.1976  3.4366  1.5552
H  2.4736  0.8556  4.5954
H  3.7043  2.0355  4.1238
H  1.9842  2.4770  4.0823
H  2.7622  1.6118  0.5824
H  2.4406  4.0094  1.0191
H  4.1577  3.5845  1.0688
H  3.2558  3.7980  2.5758
C  -6.9065  -4.6538  1.0806
C  -5.5463  -5.2191  1.3909
O  -4.5155  -4.5955  1.1141
N  -5.4872  -6.4270  1.9775
C  -6.5912  -7.2926  2.3686
H  -6.7815  -3.6831  0.6124
H  -7.4464  -5.3070  0.3957
H  -7.4887  -4.5313  1.9936
H  -4.5506  -6.7515  2.1561
H  -6.5537  -7.4773  3.4417
H  -6.5143  -8.2469  1.8487
H  -7.5426  -6.8360  2.1245
C  2.4266  7.2890  -2.8530
C  1.6842  8.4233  -2.1853
O  1.1897  8.3027  -1.0754
N  1.5789  9.5986  -2.8627
C  2.0969  9.9267  -4.1772
H  2.4294  6.4316  -2.1920
H  1.9363  7.0147  -3.7901
H  3.4610  7.5695  -3.0547
H  1.0729  10.3097  -2.3593
H  2.7908  10.7662  -4.1097
H  1.2803  10.2094  -4.8439
H  2.6183  9.0782  -4.6056

Mulliken population analysis, charges in e, atoms 1 to 2:
1 O -0.6576
2 C -0.4769



# 5
C12H24Cl24 | ωB97M-V/def2-TZVPD

Calculated values
LUMO, eV: 0.22
HOMO level, eV: -10.947
M, u: 1019.2
F_max, eV Å⁻¹: 2.95
E_tot, eV: -313370.99609
SMILES: ClCCl.ClCCl.ClCCl.ClCCl.ClCCl.ClCCl.ClCCl.ClCCl.ClCCl.ClCCl.ClCCl.ClCCl

CARTESIAN COORDINATES (ANGSTROEM)
C  4.0304  0.2447  1.1077
Cl  2.5459  -0.4228  1.7200
Cl  5.0537  1.2711  2.1923
H  4.7343  -0.5153  0.7512
H  3.7173  0.8293  0.2473
C  3.1918  -4.1658  1.0824
Cl  2.2182  -5.6732  0.8746
Cl  4.1058  -3.6835  -0.3303
H  2.3768  -3.3853  1.2260
H  3.8641  -4.3403  1.8958
C  -3.6974  -1.1611  3.5061
Cl  -4.0768  -0.7310  5.2144
Cl  -4.9384  -2.0767  2.6160
H  -3.5617  -0.2545  2.9587
H  -2.8698  -1.8001  3.5415
C  -0.9069  2.2091  4.0190
Cl  0.4880  3.2823  3.9830
Cl  -2.4981  3.0041  3.6094
H  -0.8017  1.2579  3.4371
H  -1.0739  1.8601  5.0287
C  3.4184  -0.7086  -2.7424
Cl  3.6268  -1.2537  -4.4280
Cl  4.4344  0.7463  -2.4188
H  2.3614  -0.5891  -2.5554
H  3.7967  -1.4877  -2.0967
C  -0.3170  -3.5708  -3.3591
Cl  -1.7701  -2.6195  -3.0550
Cl  0.8380  -3.5068  -2.0442
H  -0.6153  -4.5983  -3.3284
H  0.2044  -3.1597  -4.2202
C  -3.8962  2.1858  -1.8405
Cl  -4.6881  3.4948  -2.8254
Cl  -4.5841  0.5763  -1.9979
H  -2.8804  2.2355  -2.2026
H  -4.0021  2.5961  -0.7714
C  -0.6741  4.5995  0.2740
Cl  0.8850  3.9179  0.0367
Cl  -1.6524  4.2744  -1.1472
H  -1.0361  4.0642  1.1237
H  -0.7047  5.6154  0.4676
C  1.8305  4.1886  -3.9660
Cl  3.3349  4.7111  -4.5844
Cl  0.7053  3.7110  -5.2318
H  2.0107  3.2633  -3.3179
H  1.3459  4.9213  -3.3460
C  -0.4925  0.6051  -4.7337
Cl  -0.0742  0.7958  -3.0059
Cl  0.3784  -0.7346  -5.5092
H  -1.5423  0.2905  -4.7961
H  -0.1866  1.4189  -5.3242
C  -1.3037  -3.2594  6.3317
Cl  0.4561  -3.1815  6.5716
Cl  -2.1552  -4.7902  6.6410
H  -1.6994  -2.6420  7.1093
H  -1.5624  -2.9342  5.3217
C  -1.1497  -1.0849  0.3324
Cl  -0.5052  -1.8179  1.8150
Cl  -1.5376  0.6045  0.5822
H  -0.4805  -0.9733  -0.5274
H  -2.0187  -1.6531  0.0878

Mulliken population analysis, charges in e, atoms 1 to 2:
1 C -0.0806
2 Cl 0.0064



# 6
C2H10N3P3 | ωB97M-V/def2-TZVPD

Calculated values
LUMO, eV: 0.13
HOMO level, eV: -7.614
M, u: 169.0
F_max, eV Å⁻¹: 7.06
E_tot, eV: -34572.18945
SMILES: CP(N)#P(C)/N=P\N

CARTESIAN COORDINATES (ANGSTROEM)
C  -0.1144  -2.7238  0.7305
C  -1.3617  1.2847  -0.6124
N  1.8136  -0.9171  0.4862
N  2.3124  1.4812  -0.6787
N  0.0239  1.2439  1.6358
P  0.3561  -1.2592  -0.2004
P  2.8876  0.1989  0.2641
P  -0.9887  0.1163  0.8587
H  0.3216  -2.8846  1.7817
H  -1.3456  -2.7353  0.8066
H  0.2378  -3.5684  0.0571
H  -1.5004  2.2424  -0.1644
H  -2.3446  0.9615  -0.9815
H  -0.5389  1.1565  -1.2435
H  1.3887  1.1859  -1.3240
H  2.8867  2.1268  -1.0714
H  0.8189  1.7959  1.1170
H  0.5577  0.8457  2.4898

Mulliken population analysis, charges in e, atoms 1 to 2:
1 C -0.8679
2 C -1.0316



> M of number 4 (C22H43N6O5S2)?

535.8 u



> E_tot of number 5 (C12H24Cl24)?

-313370.99609 eV